[1]
This record from the Open Molecules 2025 dataset describes 2 unconnected molecules or ions with the total composition C7H6ClN2O2 in a non-equilibrium geometry. The level of theory is wB97M-V/def2-TZVPD.

Structure (XYZ):
```
18
Properties=species:S:1:pos:R:3:forces:R:3
C -2.285 -1.380 0.167 2.5 1.9 -0.9
C -1.696 -0.078 0.135 -0.8 0.2 0.1
C -0.802 -0.092 -0.896 -0.3 1.2 0.1
C -1.869 1.117 0.985 -2.7 1.4 0.8
C 1.628 1.006 0.619 0.5 -1.1 1.2
C 2.402 0.350 -0.482 1.5 -0.7 -2.5
C 2.807 0.522 0.889 -0.6 0.4 0.4
N -1.663 -2.122 -0.735 -0.9 -2.0 0.5
N -0.772 -1.351 -1.289 1.5 -1.3 -3.9
O -2.999 1.688 1.007 0.8 -0.8 -0.3
O -0.875 1.467 1.648 0.8 0.2 0.4
Cl 4.057 0.149 1.976 -0.1 0.0 0.1
H -2.982 -1.772 0.831 -1.1 -0.6 0.9
H -0.390 0.701 -1.525 0.3 -0.3 0.8
H 0.593 1.135 1.004 0.0 0.7 -0.1
H 2.196 -0.659 -0.947 -0.2 0.8 0.8
H 2.969 0.971 -1.204 -0.6 -0.1 -0.1
H -0.320 -1.653 -2.183 -0.7 0.2 1.5
```
Positions in Å, forces in eV/Å.

Properties
Orbital gap = 7.391 eV
Charge = -1
Relative energy (zero: lowest compared OMol25 entry of this formula, charge and spin) = 46.0 kcal per mole
Multiplicity = 1
F_max = 4.4 eV/A
Highest occupied orbital energy = -4.379 eV

***

[2]
This record from the Open Molecules 2025 dataset describes a molecular structure, C7H6ClNOS in a non-equilibrium geometry. The level of theory is wB97M-V/def2-TZVPD.

Structure (XYZ):
```
17
Properties=species:S:1:pos:R:3:forces:R:3
C -1.459 0.574 0.618 -0.9 -0.1 0.9
C -0.384 0.418 1.510 -0.8 0.7 -1.1
C -1.347 0.202 -0.701 -1.8 1.9 -2.2
C 0.806 -0.004 1.021 1.1 -1.7 -0.7
C -0.163 -0.230 -1.215 2.6 -1.5 1.4
C 0.928 -0.398 -0.337 -1.7 0.0 1.0
C 2.155 -0.957 -0.876 2.8 4.1 3.7
N 3.170 0.626 -0.780 -1.0 -2.3 0.8
O 4.139 2.258 0.766 0.5 0.7 0.5
S 3.583 0.935 0.677 -0.2 -0.5 -2.4
Cl 3.093 -2.136 0.025 -0.6 -0.2 -0.4
H -2.441 0.900 0.990 0.6 0.1 -0.2
H -0.411 0.745 2.517 -0.5 0.1 0.8
H -2.111 0.498 -1.509 0.6 -0.8 1.8
H 1.643 -0.196 1.713 -0.6 0.2 -0.4
H 0.026 -0.658 -2.181 -0.6 0.4 -0.7
H 2.118 -1.075 -1.880 0.4 -0.8 -3.0
```
Positions in Å, forces in eV/Å.

Properties
Orbital gap = 8.843 eV
Relative energy (zero: lowest compared OMol25 entry of this formula, charge and spin) = 34.0 kcal per mole
Multiplicity = 1
F_max = 6.2 eV/A
Highest occupied orbital energy = -9.388 eV

***

[3]
This record from the Open Molecules 2025 dataset describes C7H6FNO2 in the gas phase in a non-equilibrium geometry. The level of theory is wB97M-V/def2-TZVPD.

Structure (XYZ):
```
17
Properties=species:S:1:pos:R:3:forces:R:3
C 0.202 -0.558 -0.502 -3.6 -2.1 0.9
C -0.509 -0.093 0.719 0.9 1.5 2.9
C 0.811 -1.840 -0.366 1.5 -0.6 0.2
C -1.820 0.146 0.939 0.0 -1.6 -0.3
C 0.997 -2.638 0.850 -1.7 0.6 0.9
C -1.272 -0.316 -1.319 -1.1 1.3 -0.3
C -2.517 -0.109 -0.422 4.5 1.2 -0.5
N -1.875 0.905 -1.298 -1.0 -2.4 -1.0
O 1.790 -3.768 0.773 -0.3 0.7 0.1
O 0.473 -2.371 1.923 0.7 -0.1 -0.7
F -3.566 -0.808 -0.818 -1.3 0.6 0.7
H 0.792 0.046 -1.078 1.5 2.1 -1.0
H 0.213 0.060 1.528 -0.5 -0.1 0.1
H 1.592 -2.010 -1.090 0.1 -0.2 -0.3
H -2.202 0.360 1.966 0.0 -0.2 -1.3
H -1.639 1.892 -1.262 0.0 -0.3 0.3
H 1.468 -4.244 0.013 0.2 -0.5 -0.7
```
Positions in Å, forces in eV/Å.

Properties
Orbital gap (alpha / beta) = 6.148 / 8.045 eV
Relative energy (zero: lowest compared OMol25 entry of this formula, charge and spin) = 145.4 kcal per mole
Multiplicity = 1
F_max = 4.7 eV/A
Highest occupied orbital energy (alpha / beta) = -7.622 / -8.556 eV

***

[4]
This record from the Open Molecules 2025 dataset describes 2 unconnected molecules or ions with the total composition C7H6FNO4S in a non-equilibrium geometry. The level of theory is wB97M-V/def2-TZVPD.

Structure (XYZ):
```
20
Properties=species:S:1:pos:R:3:forces:R:3
C -1.047 0.653 0.195 2.7 -0.2 -4.0
C -0.413 1.071 -1.061 0.2 -4.5 2.0
C -0.766 -0.590 0.708 -0.6 1.1 1.2
C 0.379 0.155 -1.795 -0.5 0.5 0.9
C 0.198 -1.398 0.108 -0.5 -1.6 1.9
C 0.635 -1.048 -1.129 1.2 -0.9 -2.2
C 3.613 1.472 1.482 3.2 3.0 2.7
N 2.850 0.515 1.048 -4.0 -4.6 -4.4
O 1.943 0.068 1.809 1.7 1.2 0.7
O 2.877 0.047 -0.148 1.7 1.8 2.0
O 2.083 -1.875 -3.448 0.0 1.7 -3.8
O 1.751 -3.625 -1.814 -0.2 0.4 0.5
F 4.603 2.107 0.864 -1.5 -1.3 -0.3
S 2.010 -2.224 -2.102 -1.0 -1.0 4.5
H -1.530 1.375 0.738 -1.5 1.5 1.2
H -0.290 2.022 -1.371 -0.6 3.3 -0.9
H -1.209 -0.724 1.725 0.7 -0.7 -1.0
H 0.865 0.473 -2.754 -0.5 -0.6 1.1
H 0.546 -2.228 0.807 -0.2 0.8 -1.8
H 3.620 1.638 2.558 -0.3 0.1 -0.3
```
Positions in Å, forces in eV/Å.

Properties
Orbital gap (alpha / beta) = 5.279 / 8.078 eV
Relative energy (zero: lowest compared OMol25 entry of this formula, charge and spin) = 62.9 kcal per mole
Multiplicity = 1
F_max = 7.5 eV/A
Highest occupied orbital energy (alpha / beta) = -8.551 / -9.498 eV